Entry 1:
Molecular formula: C31H36CaI2N4O6S
Method: DFT, ωB97M-V/def2-TZVPD

```
! wB97M-V def2-TZVPD RIJCOSX def2/J DEFGRID3
* xyz -2 1
H -2.627 2.498 -1.350
C 0.298 1.572 -1.851
H -5.669 0.476 -0.366
O 0.741 1.539 -0.627
C -1.458 -1.321 4.188
H 2.433 -0.738 1.934
O 1.568 3.306 -2.905
H 1.705 -4.538 -0.354
C -1.170 1.081 -3.588
C -0.492 0.741 3.010
H 3.024 -5.663 -1.945
H 2.083 -0.928 -3.780
H -1.276 -2.375 4.390
H -3.905 2.846 1.376
H 3.659 -1.519 0.489
N 0.900 -2.000 -0.349
H 1.512 -2.873 2.191
C -3.136 0.471 4.647
C -0.329 -3.513 1.308
C 1.841 0.684 3.405
O -3.793 0.518 1.318
H 3.565 -0.569 3.276
H 2.619 0.733 -0.042
C 2.078 -3.939 -1.176
H -0.347 -3.602 -0.847
H 2.485 -2.916 -5.063
O -2.242 0.837 -4.138
H -3.420 2.342 3.744
H -1.382 -3.597 1.595
C 2.772 -1.690 -1.876
H -4.048 0.373 -2.977
H -3.015 -1.407 5.581
H 4.247 1.380 -0.343
C 2.428 -1.825 -3.281
H -1.136 -2.179 -0.166
C -0.064 1.944 -4.127
N 0.173 -1.345 2.383
H 2.306 1.541 3.921
H -2.950 4.201 0.749
H 0.084 -4.526 1.250
H 3.514 1.968 1.930
C -4.897 0.838 -1.044
C 3.804 0.932 1.735
C -0.260 -2.824 -0.072
C 1.866 -2.561 -1.060
O 0.163 2.183 -5.301
S -3.320 0.589 -0.076
C -0.624 -0.722 3.221
C 2.930 -0.011 2.578
O -1.243 -0.142 -1.437
H -1.678 2.289 0.147
H -5.792 0.100 -2.854
C -4.845 0.027 -2.321
C -2.681 2.318 -0.277
I 1.302 3.358 0.184
C 0.732 2.407 -2.940
H 0.247 -3.224 3.376
H 1.515 -0.029 4.183
C 3.008 -4.216 -3.459
H 3.442 -4.936 -4.146
C 3.670 0.655 0.242
H -4.038 0.659 5.221
Ca 0.194 -0.116 0.484
C 2.617 -2.966 -3.985
H 5.201 -0.837 -0.106
H -5.047 1.895 -1.240
C -0.749 0.706 -2.231
C 2.769 -4.628 -2.171
H -4.385 3.654 -0.120
C 0.436 -2.751 2.396
I 1.927 5.892 1.467
H -1.426 2.584 2.567
N 3.740 -0.945 -1.541
C -1.597 1.621 3.040
H 4.859 0.829 2.014
N 0.692 1.250 2.728
C -2.748 1.488 3.774
C 4.106 -0.753 -0.169
C -2.530 -0.758 4.851
C -3.530 3.323 0.468
H -4.654 -1.017 -2.086
*
```

Computed properties:
Lowest unoccupied orbital energy = 0.1493 Ha
Energy relative to the best compared isomer or geometry (same formula, charge and spin) = 4.558 eV
Strongest force on any atom = 3.1 eV Å⁻¹

Atom charges from the Löwdin analysis, given in e for atoms 1 to 4: number 1, H, carries 0.094; number 2, C, carries -0.353; number 3, H, carries 0.080; number 4, O, carries -0.765

=====

Entry 2:
Molecular formula: C31H36F40O8P
Method: DFT, ωB97M-V/def2-TZVPD

```
! wB97M-V def2-TZVPD RIJCOSX def2/J DEFGRID3
* xyz -1 1
F -2.390 -6.264 4.545
C -2.345 -4.716 2.832
C 2.406 0.229 0.566
H 1.429 8.758 -4.876
F -2.999 0.686 5.784
C -5.977 -3.847 0.919
C -2.295 -0.473 3.825
F -4.551 -4.676 -0.748
H -2.676 -3.786 3.297
O 1.052 2.061 -0.069
C 2.038 5.590 -4.651
H 4.961 8.669 -5.484
H 1.526 3.105 1.903
F 3.166 8.416 -2.732
H 3.277 -0.181 0.026
H -8.422 -3.229 1.753
C 1.876 -4.788 -3.453
C 0.311 -3.731 0.682
H 1.557 4.686 -2.733
O -1.825 -4.495 1.532
O 1.610 6.854 -4.346
O -2.713 1.886 3.896
F -8.332 -2.848 -1.335
H 2.641 -6.381 -4.704
H -1.619 -0.385 2.976
O 2.805 -4.919 -2.471
F -0.718 -6.416 3.131
H -3.229 -5.326 2.667
H 2.480 -3.128 -1.447
F -9.224 -0.618 1.200
F 3.039 5.600 -5.554
F 1.396 -3.542 -3.567
H 0.393 0.158 -0.253
H -3.597 3.657 3.799
H -3.843 2.860 5.345
C -1.493 -5.541 3.802
H 3.596 -4.291 -0.762
C 3.281 -3.826 -1.695
F -5.843 3.488 3.508
F 5.554 -1.320 -3.325
C -2.290 0.827 4.643
C -5.188 2.305 3.732
F 0.968 -2.582 0.449
F 3.418 5.406 -2.749
H 6.926 -0.543 -0.320
C 2.221 8.010 -4.871
C 4.527 3.267 -0.786
F -5.350 -4.645 1.829
H 5.861 0.204 0.883
F 3.458 -4.635 -5.218
F -3.542 -0.762 3.392
F -1.905 -1.485 4.643
C 1.312 0.740 -0.404
H 2.543 7.870 -5.904
F 0.303 -4.057 4.246
F 5.274 -3.940 -2.959
P 2.376 2.841 0.777
C -0.651 -4.792 4.843
H 0.197 -4.292 -0.250
F 0.997 4.942 -5.228
C 3.337 8.657 -4.041
F -9.546 -1.033 -1.397
H -1.283 -4.149 5.460
C 6.408 1.539 -0.735
F 3.615 -1.981 -4.084
F -1.712 -2.707 0.262
O -6.407 -2.731 1.570
F -0.963 -2.571 2.299
C 4.334 -1.771 -2.959
C -6.124 1.539 4.675
H -9.967 -2.584 -0.218
F 0.821 -5.588 -3.123
H 3.484 3.445 1.459
H 3.839 -1.023 -2.334
F 5.080 7.066 -4.302
F -7.311 1.349 4.052
H 2.009 -0.597 1.166
O 2.744 1.257 1.432
H 4.751 3.280 -1.859
C 4.527 -3.095 -2.209
H 7.582 0.612 0.834
H 5.772 1.192 -1.546
C -7.771 -2.361 1.644
H -7.840 -1.781 2.563
C 4.788 8.368 -4.447
C -4.927 -3.521 -0.156
F -5.623 0.326 4.982
C -1.074 -3.398 1.245
F -6.988 -4.579 0.415
C 6.709 0.381 0.220
F 2.836 3.570 -3.797
H 2.044 4.107 0.168
F 5.611 9.083 -3.646
H 7.361 1.865 -1.159
C -3.804 2.696 4.267
F 1.023 -4.465 1.562
C -9.105 -2.029 -0.597
H 6.469 3.558 0.079
O 3.388 2.474 -0.620
F -0.043 -5.706 5.636
H -4.059 -3.036 0.294
C 5.752 2.740 -0.036
C 2.417 4.787 -3.397
F -5.092 1.655 2.560
F 5.255 -2.775 -1.103
F 1.402 -5.185 -5.724
F -1.010 1.043 4.998
H 5.424 2.442 0.958
H 4.315 4.305 -0.489
F -7.333 -0.625 0.082
C 2.383 -5.325 -4.802
F -5.467 -2.717 -1.089
F 3.198 10.010 -4.242
H 1.622 0.641 -1.454
H -6.295 2.107 5.592
C -8.310 -1.413 0.562
*
```

Computed properties:
Lowest unoccupied orbital energy = 0.0660 Ha
Strongest force on any atom = 0.6 eV Å⁻¹

Atom charges from the Löwdin analysis, given in e for atoms 1 to 4: number 1, F, carries 0.095; number 2, C, carries -0.039; number 3, C, carries -0.301; number 4, H, carries 0.147

=====

Entry 3:
Molecular formula: C31H36F5N7OPPt
Method: DFT, ωB97M-V/def2-TZVPD

```
! wB97M-V def2-TZVPD RIJCOSX def2/J DEFGRID3
* xyz -1 1
H 0.686 -3.732 1.460
N -1.210 1.956 -1.881
N -0.414 6.460 -7.685
H -1.136 2.069 3.926
H -1.714 3.895 -2.367
H -0.811 -4.083 4.606
C -2.387 0.981 -0.043
H -3.392 4.158 -0.586
C 1.091 -3.794 2.472
H -3.902 -2.305 3.647
C 1.176 -1.637 -1.227
C -1.149 5.078 -5.637
P -0.333 -1.425 2.751
C -2.853 3.228 -0.691
H 1.360 0.908 2.687
H -2.481 0.121 0.606
C 1.107 0.791 3.745
H -1.361 -4.340 2.182
C -1.409 0.930 -1.054
N -0.467 4.011 -5.321
H -1.344 -2.689 5.545
Pt 0.093 1.826 -3.520
H -3.173 -1.060 2.624
C -1.277 1.121 3.396
C -0.256 0.099 3.916
H -2.523 -3.841 4.929
C 1.249 1.704 -5.183
H 2.814 -0.849 2.734
H 1.918 0.262 4.242
F 3.510 1.483 -8.676
H 2.649 -3.191 4.523
H 4.027 -1.301 -3.006
N 1.078 0.282 -2.669
F 1.493 -0.290 -8.240
H 3.199 -2.435 2.083
C -3.026 -1.660 3.524
H -3.841 2.185 0.923
C 1.272 -2.396 3.079
C 1.754 -2.557 4.520
H 2.933 -2.825 -1.310
H -0.334 0.808 5.946
H -2.310 0.811 3.542
C -2.097 -3.542 2.263
H -1.109 1.283 2.335
C 2.422 -1.947 -1.689
N -3.177 5.882 -4.258
C 3.032 -1.113 -2.629
H 0.434 -4.424 3.071
C 2.385 -1.722 2.245
C -0.727 5.829 -6.776
H 0.687 -2.198 -0.443
C 1.754 0.657 -7.328
C 0.520 -0.482 -1.704
H 1.990 -1.405 1.276
F 2.594 3.540 -4.564
H 2.756 0.639 -3.816
C -2.273 5.524 -4.873
F 4.045 3.399 -6.816
N -0.508 -1.068 1.279
H 2.065 -4.291 2.421
F 0.043 -0.168 -5.991
H -1.505 -0.465 5.632
N -0.694 -0.231 -1.126
O -0.940 3.382 -4.295
C -1.774 -2.544 3.389
C -0.489 -0.138 5.415
H 0.199 -0.867 5.842
H 1.015 -3.033 5.165
H -2.142 -3.020 1.304
H 2.037 -1.608 4.971
H 1.054 1.788 4.191
C -3.101 2.128 0.133
C -1.587 -3.322 4.691
C 3.049 2.526 -6.608
C 2.334 -0.031 -3.083
C -1.918 3.101 -1.677
H -3.068 -4.007 2.462
C 2.281 2.579 -5.457
C 2.781 1.557 -7.555
C 1.019 0.746 -6.161
H -0.701 -0.700 -0.136
H -2.993 -0.994 4.385
*
```

Computed properties:
Lowest unoccupied orbital energy = 0.0868 Ha
Energy relative to the best compared isomer or geometry (same formula, charge and spin) = 0.000 eV
Strongest force on any atom = 1.0 eV Å⁻¹

Atom charges from the Löwdin analysis, given in e for atoms 1 to 4: number 1, H, carries 0.070; number 2, N, carries -0.039; number 3, N, carries 0.140; number 4, H, carries 0.081